[1]
A gas-phase ion, C2H3N3S (charge +2), computed with ωB97M-V/def2-TZVPD.

Positions of all 9 atoms, in Å:
C  1.163  -0.866  0.145
C  -0.840  0.068  0.003
N  0.152  -1.729  0.080
N  -0.949  -1.262  -0.016
N  0.571  0.309  -0.020
S  -2.174  1.137  0.077
H  2.298  -0.913  0.181
H  1.201  1.115  -0.083
H  -1.422  2.141  -0.369

As for the spin multiplicity: 3. The calculation puts the energy relative to the best compared isomer or geometry (same formula, charge and spin) at 0.0 kJ/mol. As for the net charge: +2. As for the HOMO energy (spin up / spin down): -21.436 / -22.670 eV. For the frontier orbital gap (spin up / spin down), the calculation gives 11.2 / 8.1 eV.

=====

[2]
A molecular structure, C58H36N6O8Pb, computed with ωB97M-V/def2-TZVPD.

Positions of all 109 atoms, in Å:
Pb  0.446  0.115  0.102
C  -2.248  -5.422  -4.513
C  -2.384  -4.080  -4.831
C  -1.900  -3.101  -3.967
C  -1.290  -3.464  -2.777
C  -1.139  -4.816  -2.466
C  -1.615  -5.791  -3.328
C  -0.737  -2.422  -1.817
C  -1.344  -2.554  -0.417
C  -2.527  -3.289  -0.045
C  -2.782  -2.968  1.248
C  -1.754  -2.041  1.663
N  -0.889  -1.837  0.580
C  -1.700  -1.380  2.863
C  -0.698  -0.419  3.291
C  -0.665  0.226  4.573
C  0.465  0.989  4.597
C  1.117  0.788  3.336
C  2.379  1.304  2.981
C  2.985  2.274  3.945
C  2.448  3.557  4.051
C  3.003  4.465  4.944
C  4.078  4.094  5.743
C  4.606  2.812  5.642
C  4.066  1.905  4.739
C  3.149  0.983  1.843
N  2.764  0.126  0.838
C  3.789  0.052  -0.027
C  3.818  -0.822  -1.187
C  5.046  -0.753  -2.039
C  5.236  0.381  -2.830
C  6.349  0.475  -3.654
C  7.283  -0.557  -3.687
C  7.096  -1.681  -2.896
C  5.978  -1.782  -2.077
C  2.817  -1.658  -1.599
C  2.868  -2.589  -2.700
C  1.618  -3.098  -2.847
C  0.798  -2.454  -1.850
N  1.502  -1.640  -1.105
C  4.874  0.877  0.412
C  4.468  1.471  1.572
N  0.373  -0.071  2.566
C  -2.793  -1.658  3.841
C  -3.771  -0.692  4.071
C  -4.810  -0.948  4.955
C  -4.871  -2.165  5.625
C  -3.893  -3.125  5.404
C  -2.857  -2.875  4.511
H  -2.624  -6.182  -5.188
H  -2.871  -3.786  -5.755
H  -1.976  -2.053  -4.238
H  -0.638  -5.104  -1.544
H  -1.498  -6.838  -3.075
H  -3.094  -3.950  -0.686
H  -3.603  -3.312  1.863
H  -1.403  0.114  5.355
H  0.826  1.611  5.405
H  1.608  3.836  3.421
H  2.590  5.466  5.017
H  4.503  4.802  6.445
H  5.441  2.517  6.268
H  4.474  0.903  4.656
H  4.500  1.180  -2.805
H  6.485  1.354  -4.274
H  8.154  -0.482  -4.327
H  7.822  -2.486  -2.916
H  5.834  -2.661  -1.455
H  3.749  -2.826  -3.283
H  1.282  -3.820  -3.578
H  5.824  0.989  -0.093
H  5.021  2.167  2.189
H  -3.721  0.255  3.541
H  -5.575  -0.197  5.116
H  -5.683  -2.365  6.315
H  -3.935  -4.075  5.924
H  -2.091  -3.624  4.335
O  -0.941  -1.090  -2.322
C  -2.170  -0.414  -2.270
C  -2.077  0.822  -3.111
C  -3.080  1.047  -4.032
C  -3.084  2.188  -4.818
C  -2.030  3.107  -4.720
C  -1.023  2.898  -3.814
C  -1.002  1.774  -2.920
O  -0.107  1.668  -2.019
N  -4.201  2.436  -5.714
O  -5.162  1.674  -5.677
O  -4.151  3.406  -6.459
H  -3.003  -1.040  -2.580
H  -3.893  0.337  -4.149
H  -2.033  3.973  -5.369
H  -0.200  3.601  -3.726
O  -4.636  0.345  -0.997
C  -3.531  0.712  -0.730
O  -2.431  -0.095  -0.863
C  -3.174  2.062  -0.226
C  -3.944  3.159  -0.593
C  -3.537  4.437  -0.237
C  -2.370  4.624  0.492
C  -1.649  3.510  0.876
C  -2.029  2.236  0.529
N  -0.412  3.673  1.678
O  0.065  2.674  2.201
O  0.059  4.790  1.781
H  -4.841  3.000  -1.180
H  -4.125  5.295  -0.541
H  -2.013  5.610  0.756
H  -1.428  1.398  0.843

The calculation puts the energy relative to the best compared isomer or geometry (same formula, charge and spin) at 75.8 kJ/mol. As for the net charge: 0. As for the HOMO energy: -7.300 eV. For the frontier orbital gap, the calculation gives 5.0 eV.

=====

[3]
A molecular structure, C22H33CoGeN4O, computed with ωB97M-V/def2-TZVPD.

Positions of all 62 atoms, in Å:
Co  -0.070  -1.662  0.205
C  3.596  -3.623  -0.115
C  2.732  -2.604  0.527
O  1.685  -2.176  -0.094
N  3.005  -2.117  1.709
C  2.180  -1.121  2.408
C  0.941  -1.730  3.023
C  0.871  -1.941  4.382
C  -0.242  -2.576  4.925
C  -1.252  -2.998  4.077
C  -1.131  -2.741  2.728
N  -0.069  -2.102  2.199
H  3.521  -3.545  -1.196
H  3.237  -4.614  0.181
H  4.634  -3.525  0.200
H  3.833  -2.466  2.176
H  1.936  -0.319  1.711
H  2.799  -0.687  3.188
H  1.684  -1.617  5.020
H  -0.306  -2.749  5.992
H  -2.124  -3.517  4.450
H  -1.900  -3.061  2.037
C  4.030  3.114  -2.547
C  3.610  2.936  -1.091
C  2.123  2.511  -0.941
C  1.977  1.049  -1.414
Ge  0.147  0.766  -0.881
C  -1.289  1.145  -2.091
C  -1.414  2.695  -2.174
C  -1.943  3.379  -0.916
C  -2.185  4.866  -1.165
H  4.973  3.654  -2.598
H  3.295  3.696  -3.107
H  4.180  2.161  -3.056
H  3.715  3.873  -0.543
H  4.242  2.203  -0.585
H  1.507  3.177  -1.548
H  1.824  2.645  0.104
H  2.696  0.377  -0.951
H  2.017  0.908  -2.494
H  -0.081  1.300  0.552
H  -2.217  0.690  -1.749
H  -1.032  0.704  -3.055
H  -2.103  2.865  -3.006
H  -0.474  3.153  -2.489
H  -1.242  3.262  -0.080
H  -2.873  2.892  -0.606
H  -1.308  5.341  -1.607
H  -2.417  5.387  -0.238
H  -3.022  5.013  -1.847
N  -7.177  -2.299  -1.311
C  -6.060  -2.157  -1.083
C  -4.667  -1.974  -0.798
C  -3.699  -2.655  -1.535
C  -2.374  -2.438  -1.238
N  -1.981  -1.603  -0.242
C  -2.926  -0.942  0.466
C  -4.265  -1.100  0.218
H  -3.976  -3.336  -2.328
H  -1.598  -2.937  -1.806
H  -2.576  -0.276  1.246
H  -4.996  -0.556  0.801

As for the spin multiplicity: 4. The calculation puts the energy relative to the best compared isomer or geometry (same formula, charge and spin) at 405.2 kJ/mol. As for the net charge: +3. As for the HOMO energy (spin up / spin down): -18.826 / -18.783 eV. For the frontier orbital gap (spin up / spin down), the calculation gives 7.2 / 6.5 eV.

=====

[4]
10 unconnected molecules or ions with the total composition C19H36Cl18F3N2O, computed with ωB97M-V/def2-TZVPD.

Positions of all 79 atoms, in Å:
C  3.273  2.996  0.488
C  2.069  2.101  0.110
O  1.410  2.813  -0.940
C  0.187  2.213  -1.307
C  0.421  0.781  -1.803
N  1.210  -0.003  -0.803
C  0.338  -0.379  0.358
N  0.372  -1.841  0.468
C  2.491  0.723  -0.423
C  3.237  -0.163  0.588
C  4.786  -0.102  0.544
C  5.401  -0.110  -0.812
F  5.432  1.066  -1.482
C  5.955  -1.143  -1.400
F  6.109  -1.202  -2.680
F  6.366  -2.168  -0.741
H  4.199  2.432  0.594
H  3.435  3.697  -0.330
H  3.017  3.506  1.415
H  1.405  2.055  0.985
H  -0.222  2.767  -2.155
H  -0.572  2.267  -0.511
H  0.946  0.821  -2.756
H  -0.544  0.293  -1.959
H  1.487  -0.883  -1.249
H  0.628  0.076  1.303
H  -0.706  -0.100  0.184
H  0.067  -2.102  1.404
H  -0.263  -2.211  -0.235
H  3.016  0.897  -1.361
H  2.945  0.192  1.586
H  2.938  -1.213  0.556
H  5.147  -1.010  1.038
H  5.147  0.713  1.174
C  -2.388  -1.947  3.321
Cl  -0.654  -2.222  3.588
Cl  -2.921  -0.462  4.100
H  -2.566  -1.867  2.254
H  -2.947  -2.781  3.727
C  -0.523  5.336  0.037
Cl  0.240  4.416  1.347
Cl  -2.129  4.705  -0.347
H  -0.618  6.371  0.348
H  0.103  5.269  -0.846
C  -6.470  -1.804  2.319
Cl  -5.195  -3.021  2.121
Cl  -7.307  -1.944  3.865
H  -6.018  -0.820  2.256
H  -7.193  -1.933  1.522
C  2.977  0.331  -5.343
Cl  1.434  -0.525  -5.192
Cl  3.801  0.486  -3.783
H  3.617  -0.227  -6.018
H  2.790  1.322  -5.740
C  6.488  -4.404  -4.405
Cl  7.343  -5.785  -3.715
Cl  4.732  -4.597  -4.285
H  6.777  -3.508  -3.866
H  6.757  -4.312  -5.451
C  -0.589  -5.154  -1.201
Cl  -1.435  -3.723  -1.823
Cl  -0.467  -5.121  0.560
H  -1.144  -6.037  -1.497
H  0.409  -5.180  -1.624
C  -5.422  2.324  5.244
Cl  -3.778  2.056  5.840
Cl  -5.720  1.410  3.764
H  -6.130  2.001  6.000
H  -5.551  3.382  5.040
C  -7.438  -2.823  -1.841
Cl  -5.719  -3.113  -1.540
Cl  -7.994  -1.331  -1.073
H  -7.597  -2.743  -2.910
H  -8.007  -3.656  -1.440
C  -2.830  4.796  3.317
Cl  -4.205  4.151  2.411
Cl  -3.330  5.470  4.871
H  -2.121  3.994  3.492
H  -2.367  5.582  2.732

As for the net charge: +1. As for the HOMO energy: -11.994 eV. For the frontier orbital gap, the calculation gives 9.9 eV.